Below is C42H40BiN12 as an isolated structure, with properties calculated with ωB97M-V with the def2-TZVPD basis set.

XYZ file:
```
95
Properties=species:S:1:pos:R:3:forces:R:3
Bi 0.456350 -0.123941 0.223282 0.3 -0.2 -0.1
C 0.817377 -3.289861 -2.300530 0.0 0.0 0.0
C 0.606359 -1.871205 -2.813514 0.0 0.0 0.0
N 1.330320 -0.782378 -2.128426 0.0 0.1 0.1
C 2.789386 -0.699382 -2.331171 0.0 0.0 0.0
C 3.584916 -1.501664 -1.312526 0.0 -0.1 0.0
N 3.153182 -1.191620 0.049689 0.0 0.1 0.0
C 4.215697 -0.778269 0.975855 0.0 0.0 0.0
C 3.691079 -0.694541 2.405216 0.0 0.0 0.0
C 2.917893 -1.932031 2.860478 0.0 0.0 0.0
N 1.518483 -1.935553 2.376381 0.0 0.0 0.0
C 0.956500 -3.271346 2.195722 0.0 0.0 0.0
C -0.303471 -3.265171 1.340012 0.0 0.0 0.0
N -0.103075 -2.678725 -0.010876 -0.1 0.0 0.1
C 0.824166 -3.516272 -0.793502 0.0 0.0 0.0
H 1.753123 -3.700600 -2.686940 0.0 0.0 0.0
H 0.024271 -3.890045 -2.752478 0.0 0.0 0.0
H -0.452409 -1.616545 -2.742205 0.0 0.0 0.0
H 0.854043 -1.858320 -3.880373 0.0 0.0 0.0
H 0.958930 0.058620 -2.556050 -0.1 0.1 -0.1
H 3.056476 0.356175 -2.229595 0.0 0.0 0.0
H 3.053890 -1.010349 -3.347984 0.0 0.0 0.0
H 4.646278 -1.275646 -1.438118 0.0 0.0 0.0
H 3.476359 -2.570069 -1.517478 0.0 0.0 0.0
H 2.714574 -2.004065 0.460781 0.0 0.0 0.0
H 4.595825 0.196865 0.663164 0.0 0.0 0.0
H 5.056153 -1.485250 0.931969 0.0 0.0 0.0
H 3.053485 0.180579 2.529689 0.0 0.0 0.0
H 4.546706 -0.550988 3.067825 0.0 0.0 0.0
H 2.947561 -2.001670 3.951549 0.0 0.0 0.0
H 3.407334 -2.838009 2.485792 0.0 0.0 0.0
H 0.954246 -1.406051 3.037953 0.0 0.0 0.0
H 0.711398 -3.772028 3.140848 0.0 0.0 0.0
H 1.721078 -3.891875 1.721476 0.0 0.0 0.0
H -1.090735 -2.707396 1.841309 0.0 0.0 0.0
H -0.655132 -4.298418 1.244079 0.0 0.0 0.0
H -1.013764 -2.659034 -0.469714 0.0 0.0 0.0
H 0.599624 -4.572587 -0.605650 0.0 0.0 0.0
H 1.827897 -3.355515 -0.405036 0.0 0.0 0.0
C 3.755314 5.062953 -2.658536 0.0 0.0 0.0
C 2.978662 4.743021 -3.773654 0.0 0.0 0.0
C 1.909136 3.861155 -3.683249 0.0 0.0 0.0
C 1.650880 3.297797 -2.446459 0.0 0.0 0.0
C 0.621459 2.342049 -1.995602 0.0 -0.1 -0.1
N 0.820518 2.097277 -0.648154 -0.1 0.1 0.2
C 1.826467 2.906495 -0.199459 0.0 -0.1 0.1
N 2.140484 2.983128 1.066364 -0.1 0.1 0.0
C 1.154311 2.688774 1.916027 0.0 0.0 0.0
C -0.185780 3.334755 1.871864 0.0 0.0 -0.1
C -0.669253 4.472490 1.258142 0.0 0.0 0.0
C -2.016377 4.763605 1.441412 0.0 0.0 0.0
C -2.836152 3.937506 2.210371 0.0 0.0 0.0
C -2.336279 2.793163 2.821884 0.0 0.0 0.0
C -0.997006 2.514485 2.633210 0.0 -0.1 0.0
C -0.096466 1.427956 3.110462 -0.1 0.0 0.1
N -0.490132 0.281323 3.615592 0.0 0.1 -0.1
C -1.486948 -0.314715 2.954645 0.0 0.0 -0.1
N -1.527319 -0.259773 1.611012 -0.1 0.1 0.2
C -2.631013 -0.987333 1.166282 -0.1 0.0 -0.2
N -3.012379 -1.127916 -0.059355 0.0 0.0 0.1
C -2.457643 -0.485914 -1.110985 0.0 -0.1 -0.1
N -1.302877 0.281692 -1.123160 -0.1 0.2 0.0
C -1.235929 0.944807 -2.322917 0.0 -0.2 0.0
N -0.283734 1.823203 -2.753917 0.1 0.0 0.0
C -2.339339 0.555238 -3.126872 0.1 0.0 0.0
C -2.741255 0.934057 -4.421427 -0.1 0.0 0.0
C -3.890600 0.381055 -4.918855 0.0 0.0 0.0
C -4.665228 -0.527053 -4.151813 0.0 0.0 0.1
C -4.295013 -0.892769 -2.884923 0.0 0.0 -0.1
C -3.102447 -0.352502 -2.370172 0.0 0.0 0.1
C -3.293922 -1.562533 2.339176 0.0 0.0 0.0
C -4.435517 -2.337615 2.481354 0.0 0.0 0.0
C -4.804808 -2.704763 3.765709 0.0 0.0 0.0
C -4.067024 -2.304093 4.886207 0.0 0.0 0.0
C -2.936833 -1.516689 4.749175 0.0 0.0 0.0
C -2.560241 -1.160822 3.459997 0.0 0.0 0.0
N 1.205489 1.699480 2.813347 0.1 -0.1 -0.1
C 2.427160 3.619097 -1.333762 0.0 0.0 0.0
C 3.481674 4.511789 -1.413890 0.0 0.0 0.0
H 4.577921 5.756657 -2.768153 0.0 0.0 0.0
H 3.214598 5.197805 -4.726670 0.0 0.0 0.0
H 1.295646 3.621264 -4.541305 0.0 0.0 0.0
H -0.032312 5.115277 0.663331 0.0 0.0 0.0
H -2.438188 5.647655 0.982502 0.0 0.0 0.0
H -3.879743 4.194440 2.332677 0.0 0.0 0.0
H -2.976302 2.152876 3.416449 0.0 0.0 0.0
H -2.155857 1.639716 -4.995423 0.0 0.0 0.0
H -4.225299 0.645089 -5.913378 0.0 0.0 0.0
H -5.572627 -0.931630 -4.580926 0.0 0.0 0.0
H -4.892022 -1.573096 -2.292673 0.0 0.0 0.0
H -5.013333 -2.638934 1.618064 0.0 0.0 0.0
H -5.687883 -3.313214 3.910515 0.0 0.0 0.0
H -4.392566 -2.609978 5.871185 0.0 0.0 0.0
H -2.366352 -1.188802 5.608355 0.0 0.0 0.0
H 4.067908 4.765197 -0.540522 0.0 0.0 0.0
```
Positions in Å, forces in eV/Å.

multiplicity: 1
relative energy (zero: lowest compared OMol25 entry of this formula, charge and spin): 0.000 eV
gap between HOMO and LUMO: 4.9961 eV
LUMO energy: -0.137 Ha
DFT total energy: -2496.03747 Ha
net charge: +1